1.
The following is a DFT calculation (ωB97M-V with the def2-TZVPD basis set) of a gas-phase ion, C32H52NO2Si2 (charge +1) in a non-equilibrium geometry.

Its total energy is -55359.6173 eV. The SMILES is CC(C[C@H](/C=C/c1ccc(C)cc1)c1ccc(C)cc1)=[N+](O[Si](C)(C)C(C)(C)C)O[Si](C)(C)C(C)(C)C. Its gap between HOMO and LUMO is 5.7 eV.

Structure (ORCA input):
```
! wB97M-V def2-TZVPD RIJCOSX def2/J DEFGRID3
* xyz 1 1
C 3.74864 -3.76059 -2.14249
C 2.62862 -3.33830 -1.21211
C 1.89522 -4.58180 -0.69956
C 3.17741 -2.56828 -0.00207
Si 1.44197 -2.21492 -2.20455
C 2.32836 -0.74109 -2.84020
C 0.56465 -3.27685 -3.46371
O 0.33926 -1.50265 -1.06217
N -0.38588 -0.56234 -1.87701
O -1.67598 -1.10878 -2.05361
Si -2.46201 -2.26276 -1.05281
C -1.49198 -3.71416 -0.38386
C -2.98653 -1.19246 0.37619
C -3.94394 -2.94313 -2.11349
C -3.89793 -4.48136 -2.09314
C -3.81797 -2.43855 -3.54985
C -5.23794 -2.42821 -1.46501
C -0.48243 0.71975 -1.31459
C -1.65064 1.39829 -1.87141
C 0.32009 1.20541 -0.24503
H 4.31600 -2.92157 -2.53352
H 4.44244 -4.40214 -1.60302
H 3.38256 -4.32584 -2.99545
H 1.07712 -4.35066 -0.00504
H 1.48687 -5.19331 -1.51208
H 2.62047 -5.20052 -0.15305
H 2.38811 -2.22612 0.68408
H 3.82782 -3.24487 0.57238
H 3.77582 -1.69458 -0.28978
H 2.95121 -1.02244 -3.70283
H 1.53513 -0.05198 -3.17615
H 2.96064 -0.22087 -2.10723
H 1.27431 -3.57067 -4.25452
H 0.10276 -4.19961 -3.08780
H -0.22079 -2.67204 -3.93829
H -2.10848 -4.50082 0.09529
H -0.90567 -4.18854 -1.18608
H -0.81402 -3.30486 0.37819
H -3.57706 -1.73150 1.13457
H -2.06559 -0.81880 0.85360
H -3.57301 -0.33384 0.02042
H -3.95471 -4.89030 -1.07263
H -4.75638 -4.87149 -2.65984
H -2.98468 -4.86741 -2.57013
H -3.86938 -1.34567 -3.61724
H -2.89707 -2.78339 -4.03485
H -4.65921 -2.83734 -4.13047
H -5.30017 -1.33127 -1.49789
H -6.09778 -2.82358 -2.02367
H -5.34388 -2.75211 -0.41872
H -1.55611 2.47402 -1.88138
H -1.84946 1.05483 -2.88274
H -2.51689 1.15955 -1.24952
H 1.19149 1.92312 -0.59060
H 0.31522 0.54408 0.64535
C -4.53114 0.82187 4.28586
C -3.38299 1.30662 3.45930
C -3.58050 1.60505 2.11160
C -2.56908 2.17135 1.36282
C -1.23753 2.15332 1.84115
C -0.08802 2.58487 0.98178
C 1.05385 3.22029 1.62414
C 1.92625 4.11425 0.97419
C 3.06523 4.76604 1.59529
C 3.87495 5.66416 0.85170
C 5.00779 6.26809 1.40379
C 5.39317 6.00022 2.73158
C 6.66614 6.56794 3.29732
C 4.56313 5.17128 3.50117
C 3.41794 4.57318 2.96766
C -1.01658 1.76578 3.18156
C -2.07785 1.31134 3.96325
H -4.26303 0.66580 5.34056
H -5.36433 1.53312 4.32635
H -4.95930 -0.10369 3.86035
H -4.57124 1.46400 1.70222
H -2.82192 2.61941 0.39445
H -0.45053 3.13917 0.07694
H 1.15840 3.01593 2.67488
H 1.76104 4.27342 -0.10691
H 3.61376 5.86059 -0.19146
H 5.61468 6.95952 0.81105
H 6.79849 6.22595 4.31736
H 7.52529 6.18337 2.75654
H 6.72841 7.65585 3.24572
H 4.83112 4.99168 4.53958
H 2.79656 3.92790 3.57597
H -0.01208 1.80739 3.61320
H -1.87871 1.03023 4.99019
*
```

Results of the Löwdin charge analysis, in e, for atoms 1 through 6: number 1, C, carries -0.09; number 2, C, carries -0.63; number 3, C, carries -0.09; number 4, C, carries -0.09; number 5, Si, carries 0.54; number 6, C, carries -0.13

---

2.
The following is a DFT calculation (ωB97M-V with the def2-TZVPD basis set) of a molecular structure, C32H52O4SbSi3Sn.

Its total energy is -78218.1297 eV. The calculation puts the relative energy (zero: lowest compared OMol25 entry of this formula, charge and spin) at 0.000 eV. Its gap between HOMO and LUMO is 8.6 eV.

Structure (ORCA input):
```
! wB97M-V def2-TZVPD RIJCOSX def2/J DEFGRID3
* xyz 1 1
Sn 0.00563 -0.03369 0.86490
C 0.31103 -0.68514 3.03598
C 0.06227 -2.02509 2.45127
C 1.28551 -2.64034 2.29352
C 2.29554 -1.77257 2.77890
C 1.72171 -0.60227 3.23400
H -0.42461 -0.09838 3.57171
H -0.91316 -2.47196 2.33750
H 1.43525 -3.62375 1.87391
H 3.34755 -2.00242 2.80431
H 2.23485 0.24270 3.66798
O -2.30164 -0.57194 1.35212
C -3.16817 -0.88161 0.21446
C -2.23561 -0.94491 -1.01318
O -2.65659 -1.27974 -2.08729
O -0.98094 -0.60845 -0.81856
C -4.20264 0.22929 0.08670
C -4.80006 0.71047 1.25105
C -5.72592 1.73857 1.20138
C -6.07478 2.29791 -0.02103
C -5.50019 1.81162 -1.18354
C -4.56999 0.77959 -1.13457
C -3.75625 -2.26796 0.43631
C -5.12155 -2.49112 0.54423
C -5.60196 -3.77840 0.75724
C -4.72521 -4.84573 0.85912
C -3.35767 -4.63028 0.73435
C -2.87928 -3.35023 0.51938
H -2.74098 -0.84755 2.16398
H -4.55334 0.28279 2.21664
H -6.17760 2.10042 2.11562
H -6.79646 3.10271 -0.06422
H -5.77367 2.23406 -2.14131
H -4.14144 0.40251 -2.05138
H -5.81782 -1.66885 0.45145
H -6.66813 -3.94293 0.83658
H -5.10364 -5.84599 1.02205
H -2.66819 -5.46251 0.79101
H -1.81287 -3.19405 0.38625
C 4.24996 -3.09081 0.13414
Si 4.54617 -1.26487 -0.08284
C 5.25376 -0.36868 1.39068
C 5.69294 -1.00099 -1.52887
Sb 2.30477 -0.13031 -0.70718
Si 1.46422 -1.11168 -2.97539
C 2.99206 -1.30188 -4.03283
C 0.31037 0.11764 -3.75033
C 0.74602 -2.78637 -2.60336
Si 2.83578 2.39854 -0.86651
C 4.43336 2.58560 -1.81413
C 1.43489 3.20498 -1.78370
C 3.04883 2.93826 0.90361
H 5.13705 -3.56143 0.56612
H 4.08078 -3.54690 -0.84438
H 3.39708 -3.32163 0.76857
H 6.13473 -0.91051 1.74637
H 4.56350 -0.25171 2.22388
H 5.58798 0.62447 1.08289
H 6.64140 -1.48370 -1.27081
H 5.90147 0.05067 -1.71961
H 5.33459 -1.45587 -2.45060
H 3.60012 -0.39590 -4.07189
H 2.67264 -1.52943 -5.05401
H 3.61889 -2.12920 -3.69703
H 0.84016 1.03957 -3.99663
H -0.54335 0.34653 -3.11440
H -0.06828 -0.30798 -4.68403
H 1.38889 -3.35163 -1.92451
H 0.67719 -3.35097 -3.53761
H -0.25375 -2.71261 -2.17885
H 4.40871 2.07885 -2.78111
H 5.29237 2.22024 -1.25043
H 4.59710 3.65021 -2.00601
H 1.51227 2.98484 -2.85014
H 1.49172 4.29061 -1.66488
H 0.46508 2.86774 -1.41916
H 3.96096 2.51029 1.32210
H 2.19869 2.63825 1.51999
H 3.13655 4.02697 0.95360
C -2.12346 3.18203 0.44495
C -0.97283 2.93845 1.41284
C -1.48796 2.56133 2.79504
C -0.09505 4.17962 1.52027
O -0.12299 1.91759 0.86327
H -2.74486 4.01222 0.78582
H -2.75843 2.29710 0.35890
H -1.73352 3.43021 -0.54335
H -2.08872 3.37313 3.20717
H -0.65368 2.38398 3.47770
H -2.12200 1.67664 2.74636
H -0.67599 5.02196 1.89820
H 0.30337 4.44874 0.54042
H 0.73944 4.00303 2.20289
*
```

Results of the Löwdin charge analysis, in e, for atoms 1 through 6: number 1, Sn, carries 1.15; number 2, C, carries -0.27; number 3, C, carries -0.20; number 4, C, carries -0.12; number 5, C, carries -0.14; number 6, C, carries -0.14